Below is a 7-piece molecular cluster, C40H59IN10OP overall, with properties calculated with ωB97M-V/def2-TZVPD.

Element x y z (Å)
C 3.564 -0.134 2.382
N 3.156 0.427 1.087
C 1.912 1.231 1.158
P 1.667 2.298 -0.428
I 1.448 3.470 -2.685
C 3.300 3.247 -0.136
C 3.569 3.849 1.283
N 2.404 4.341 2.017
N 4.335 2.960 2.186
N 4.476 5.064 1.077
O 0.201 1.413 -0.803
C -0.976 2.121 -0.533
C -1.442 2.001 0.965
C -2.057 0.564 1.098
C -2.576 3.017 1.313
C -3.605 3.221 0.161
C -2.052 4.432 1.740
H 3.669 -1.231 2.262
H 2.809 0.065 3.165
H 4.537 0.270 2.737
H 3.082 -0.292 0.388
H 1.814 1.800 2.098
H 1.072 0.495 1.160
H 2.408 1.270 -1.139
H 0.866 3.279 0.237
H 3.368 4.072 -0.864
H 4.141 2.556 -0.369
H 2.233 5.321 1.848
H 2.512 4.145 3.002
H 5.055 2.536 1.605
H 4.853 3.589 2.798
H 3.898 5.693 0.514
H 5.190 4.733 0.427
H -1.782 1.614 -1.114
H -0.974 3.171 -0.891
H -0.617 2.185 1.674
H -3.062 0.622 0.638
H -2.151 0.262 2.155
H -1.448 -0.123 0.486
H -3.138 2.613 2.185
H -4.390 3.915 0.522
H -3.133 3.690 -0.714
H -4.114 2.288 -0.147
H -1.009 4.333 2.092
H -2.695 4.882 2.519
H -2.050 5.069 0.832
N -4.780 -1.192 -0.548
C -4.155 -2.194 0.079
C -3.611 -3.290 -0.571
C -3.719 -3.359 -1.951
C -4.363 -2.332 -2.621
C -4.871 -1.279 -1.877
H -4.095 -2.099 1.158
H -3.114 -4.067 -0.009
H -3.307 -4.200 -2.497
H -4.468 -2.346 -3.698
H -5.380 -0.451 -2.360
N 2.933 -2.740 4.371
C 3.100 -2.935 5.682
C 3.620 -4.096 6.231
C 3.985 -5.121 5.372
C 3.820 -4.942 4.008
C 3.294 -3.740 3.563
H 2.797 -2.107 6.313
H 3.735 -4.196 7.302
H 4.394 -6.046 5.761
H 4.092 -5.718 3.305
H 3.150 -3.552 2.504
N -2.821 -6.675 -2.381
C -2.696 -6.891 -1.067
C -2.202 -8.064 -0.521
C -1.818 -9.079 -1.384
C -1.940 -8.880 -2.750
C -2.443 -7.668 -3.193
H -3.011 -6.073 -0.433
H -2.121 -8.181 0.551
H -1.429 -10.012 -0.996
H -1.653 -9.646 -3.456
H -2.553 -7.467 -4.250
N -1.376 -8.812 -6.048
C -0.191 -9.424 -6.142
C 0.856 -8.966 -6.925
C 0.666 -7.806 -7.659
C -0.553 -7.154 -7.580
C -1.534 -7.694 -6.765
H -0.090 -10.329 -5.552
H 1.794 -9.503 -6.959
H 1.460 -7.415 -8.284
H -0.739 -6.247 -8.138
H -2.503 -7.216 -6.668
N -4.925 4.827 -2.311
C -5.931 5.701 -2.400
C -6.415 6.202 -3.598
C -5.819 5.776 -4.775
C -4.773 4.871 -4.708
C -4.368 4.428 -3.458
H -6.362 6.007 -1.453
H -7.235 6.908 -3.609
H -6.167 6.145 -5.733
H -4.282 4.515 -5.603
H -3.555 3.717 -3.354
N 3.526 6.625 4.630
C 3.802 7.196 5.807
C 5.087 7.447 6.261
C 6.152 7.084 5.451
C 5.892 6.489 4.226
C 4.570 6.282 3.859
H 2.938 7.459 6.408
H 5.250 7.914 7.224
H 7.172 7.263 5.771
H 6.697 6.191 3.567
H 4.322 5.817 2.896

Forces on atoms 1 to 3 (eV/Å):
C 0.075 -0.462 -0.399
N 0.306 1.021 0.961
C -0.570 -0.940 -0.391

Calculated values
* HOMO energy: -3.97 eV
* total charge: -1
* E_tot: -2821.3744 a.u.
* 2S+1: 1
* HOMO-LUMO gap: 0.2162 Eh
* lowest unoccupied orbital energy: 1.9 eV

These are the Löwdin partial charges, in e, on atoms 1 to 99: C -0.17; N -0.18; C -0.33; P 0.28; I 0.25; C -0.37; C -0.65; N 0.08; N 0.08; N 0.01; O -0.48; C -0.35; C -0.32; C -0.08; C -0.38; C -0.11; C -0.07; H 0.04; H 0.07; H 0.05; H 0.08; H 0.06; H 0.07; H 0.00; H 0.01; H -0.02; H 0.07; H 0.07; H 0.07; H 0.07; H 0.06; H 0.07; H 0.07; H 0.12; H 0.06; H 0.11; H 0.05; H 0.07; H 0.07; H 0.12; H 0.07; H 0.05; H 0.07; H 0.06; H 0.07; H 0.07; N 0.06; C -0.16; C -0.07; C -0.08; C -0.07; C -0.16; H 0.10; H 0.08; H 0.08; H 0.10; H 0.10; N 0.07; C -0.15; C -0.08; C -0.09; C -0.08; C -0.15; H 0.10; H 0.10; H 0.10; H 0.10; H 0.10; N 0.06; C -0.14; C -0.07; C -0.08; C -0.07; C -0.14; H 0.08; H 0.10; H 0.10; H 0.08; H 0.07; N 0.05; C -0.15; C -0.07; C -0.08; C -0.07; C -0.15; H 0.10; H 0.10; H 0.11; H 0.10; H 0.10; N 0.07; C -0.15; C -0.09; C -0.09; C -0.07; C -0.13; H 0.10; H 0.09; H 0.10